1.
The following is a DFT calculation (the ωB97M-V functional and the def2-TZVPD basis) of a molecular structure, C30H64BBrHgN5O4P2SbSi3Te.

Structure (XYZ):
```
113
Properties=species:S:1:pos:R:3
Hg 1.1507 -0.3846 0.2998
O -2.4306 -4.9771 5.0877
C -1.6581 -3.8635 4.8585
C -2.0648 -2.5634 5.1750
C -1.2213 -1.4747 4.8725
N -0.0055 -1.6791 4.3481
C 0.3924 -2.8929 4.1099
Br 2.2251 -3.1564 3.6762
C -0.3959 -4.0269 4.2809
H -3.2716 -4.7972 5.4273
H -2.9763 -2.3130 5.6842
H -1.5703 -0.4276 5.0595
H -0.0473 -5.0028 3.9280
B 4.6769 1.1368 -3.1107
N 4.8873 -0.0385 -2.2445
C 5.0041 -0.1857 -0.8533
C 5.2512 -1.4941 -0.5228
C 5.2560 -2.1713 -1.8101
N 4.9581 -1.2619 -2.7981
N 3.3263 1.8796 -2.9849
C 3.0684 3.2194 -3.1329
C 1.6764 3.4654 -3.0247
C 1.1800 2.2309 -2.6200
N 2.1692 1.2728 -2.5480
H 5.4558 1.9755 -2.8283
H 4.8166 0.8216 -4.2460
H 4.8423 0.6841 -0.2306
H 5.3898 -1.8634 0.4606
H 5.5331 -3.1903 -2.1172
H 3.8413 3.8855 -3.4150
H 1.1827 4.4040 -3.2355
H 0.1825 1.8966 -2.4156
C 6.9895 2.9876 2.1316
C 5.5422 3.0446 2.6179
O 4.7701 2.1717 1.7230
P 3.1893 2.1769 1.9610
O 2.5924 1.3466 0.8576
Te 2.3075 4.4554 1.9657
O 2.9823 1.4549 3.4116
C 1.6537 1.4240 4.0121
C 1.6303 2.4907 5.1097
H 7.7145 3.3378 2.8579
H 7.0221 3.6583 1.2758
H 7.2875 1.9469 1.8504
H 5.2114 4.0931 2.4555
H 5.3232 2.7362 3.7130
H 1.5773 0.3974 4.4111
H 0.8885 1.5544 3.2373
H 2.5666 2.5168 5.7235
H 0.8264 2.2403 5.7884
H 1.5660 3.4857 4.7445
C -1.9232 4.7490 2.7779
C -1.9939 3.5636 1.8032
P -3.4643 3.3276 0.6834
C -3.5521 5.0454 -0.0796
C -3.6445 4.9126 -1.6390
C -4.7991 3.3591 1.9838
C -6.1256 2.6621 1.5664
H -0.8952 4.8530 3.0622
H -2.4663 4.5032 3.6921
H -2.2167 5.7067 2.3435
H -1.9532 2.5970 2.3063
H -1.1065 3.5729 1.1389
H -2.6354 5.5665 0.1798
H -4.4415 5.5830 0.3061
H -3.5420 5.8922 -2.0534
H -4.5943 4.4978 -1.9013
H -2.8616 4.2631 -1.9985
H -4.9965 4.4143 2.1704
H -4.4344 2.8892 2.8833
H -6.6473 3.1842 0.7961
H -6.8168 2.6347 2.4452
H -5.9279 1.6120 1.2500
C -4.1239 -0.7177 -1.5305
Si -3.2432 -2.3660 -1.1912
C -4.0594 -3.6354 -2.4042
C -3.3259 -2.8814 0.5867
Sb -0.7105 -1.8389 -1.5871
Si 0.2259 -4.3166 -1.5014
C -1.0021 -5.5979 -2.0829
C 0.5800 -4.5869 0.2778
C 1.8003 -4.2926 -2.5367
Si -0.6278 -1.5606 -4.2152
C -1.6713 -0.0964 -4.6631
C 1.2319 -1.2749 -4.4575
C -1.1204 -3.1400 -5.0856
H -4.8761 -0.5268 -0.7247
H -4.5400 -0.7895 -2.5308
H -3.3938 0.0658 -1.4756
H -5.0492 -3.2735 -2.6727
H -4.0882 -4.6189 -1.9402
H -3.5492 -3.6714 -3.4040
H -4.3373 -2.7484 1.0484
H -2.6380 -2.3407 1.2475
H -3.0329 -3.9291 0.6839
H -1.9025 -5.7664 -1.3988
H -0.5266 -6.6034 -2.1533
H -1.3341 -5.4512 -3.1386
H 0.9929 -3.6593 0.7046
H 1.3617 -5.3572 0.3440
H -0.3502 -4.7621 0.8751
H 1.6284 -4.6135 -3.5417
H 2.5574 -5.0325 -2.1263
H 2.3055 -3.2883 -2.5535
H -1.3081 0.8035 -4.0896
H -2.7122 -0.2292 -4.3936
H -1.6172 0.1653 -5.7418
H 1.7786 -0.8358 -3.6127
H 1.2428 -0.4123 -5.1802
H 1.6734 -2.2030 -4.8072
H -2.0956 -3.1485 -5.6505
H -1.2400 -3.9661 -4.3308
H -0.3300 -3.5185 -5.7404
```

Energy relative to the best compared isomer or geometry (same formula, charge and spin), kcal/mol: 37.2
Orbital gap (spin up / spin down), Eh: 0.208 / 0.173
Energy, eV: -178727.9469
HOMO (spin up / spin down), eV: -4.1 / -4.1
2S+1: 2
Charge: -1



2.
The following is a DFT calculation (the ωB97M-V functional and the def2-TZVPD basis) of a molecular structure, C12H14BF3MoN7O2.

Structure (XYZ):
```
40
Properties=species:S:1:pos:R:3
Mo 0.0846 -0.1554 -0.0426
C -3.9879 -0.2340 -1.2897
C -2.6709 -0.6317 -1.4140
N -1.9871 -0.2982 -0.3019
N -2.8594 0.3152 0.5377
C -4.0605 0.3559 -0.0340
B -2.3288 0.8989 1.8820
N -1.5710 -0.2595 2.5622
C -1.7678 -0.8525 3.7425
C -0.8748 -1.9024 3.8685
C -0.1396 -1.8756 2.6940
N -0.5594 -0.8788 1.9040
N -1.3109 2.0216 1.5389
C -1.2465 3.2982 1.9213
C -0.1090 3.8788 1.3820
C 0.4939 2.8667 0.6541
N -0.2338 1.7436 0.7580
H -4.7811 -0.3554 -2.0074
H -2.1842 -1.1126 -2.2474
H -4.8962 0.8053 0.4799
H -3.2227 1.3097 2.5609
H -2.5330 -0.4939 4.4126
H -0.7675 -2.5816 4.6971
H 0.6776 -2.5105 2.3927
H -2.0175 3.7189 2.5482
H 0.2273 4.8950 1.4960
H 1.3964 2.8823 0.0637
N 0.5213 -2.1047 -1.1364
C 1.2624 -1.7575 -2.3860
C 0.8396 -0.3795 -2.8609
O 0.8102 -0.0361 -3.9943
O 0.5042 0.4298 -1.8132
H 1.0703 -2.7518 -0.5789
H -0.3301 -2.6057 -1.3764
H 1.1148 -2.4871 -3.1747
H 2.3240 -1.7068 -2.1493
F 2.6593 0.2452 0.0035
C 1.9608 -0.5180 0.9286
F 2.2151 -0.0012 2.1221
F 2.5151 -1.7483 0.8988
```

Energy relative to the best compared isomer or geometry (same formula, charge and spin), kcal/mol: 0.0
Orbital gap (spin up / spin down), Eh: 0.284 / 0.303
Energy, eV: -37878.9734
HOMO (spin up / spin down), eV: -12.4 / -12.9
2S+1: 3
Charge: +1



3.
The following is a DFT calculation (the ωB97M-V functional and the def2-TZVPD basis) of a molecular structure, C21H43N2P3SeYb.

Structure (XYZ):
```
71
Properties=species:S:1:pos:R:3
Yb -0.3219 -0.0075 -1.4817
P -3.2521 -0.0678 -0.7515
P -0.1400 -2.8228 -0.7299
P -0.1014 2.9774 -0.7574
H 4.5905 -1.1230 -1.4549
C 4.6724 -0.1193 -1.0040
C 4.3767 0.1467 0.2714
H 3.9696 -0.6785 0.9346
C -4.0980 -0.2120 -2.3698
C -4.0238 -1.5147 0.0908
C -4.3199 1.2322 0.0053
C 1.6452 -3.1992 -0.4906
C -0.8324 -3.7969 0.6595
C -0.4836 -3.9495 -2.1230
C 1.6304 3.4553 -0.4546
C -1.0049 3.7818 0.5243
C -0.6111 3.7896 -2.2677
H 4.8047 0.7138 -1.6994
H 4.1597 1.1604 0.6828
H -5.1866 -0.3532 -2.2466
H -3.6749 -1.0538 -2.9368
H -3.9095 0.6909 -2.9696
H -5.1053 -1.5961 -0.1066
H -3.8544 -1.4474 1.1730
H -3.5257 -2.4316 -0.2462
H -5.3806 1.1476 -0.2924
H -3.9493 2.2231 -0.2915
H -4.2596 1.2024 1.1040
H 1.9263 -4.0566 -1.1225
H 1.8320 -3.4230 0.5710
H 2.2538 -2.3273 -0.7797
H -0.8675 -4.8669 0.4049
H -1.8420 -3.4306 0.8826
H -0.2130 -3.6337 1.5504
H 0.1405 -4.8594 -2.0459
H -0.2557 -3.4400 -3.0903
H -1.5535 -4.2238 -2.1334
H 1.8275 4.2908 -1.1467
H 2.3148 2.6111 -0.6803
H 1.6808 3.6780 0.6282
H -0.9621 4.8606 0.3040
H -0.5143 3.6413 1.4960
H -2.0720 3.5193 0.5920
H -0.0430 4.7381 -2.2912
H -1.6850 4.0534 -2.2204
H -0.4244 3.2373 -3.2066
C 1.0690 -0.3934 -4.9736
C 2.4896 -0.3941 -4.7581
C 3.3269 -0.1603 -5.8557
C 2.7643 0.3356 -7.0497
C 1.4056 0.5307 -7.1816
C 0.5611 0.3364 -6.1148
Se -0.2601 -1.2922 -4.0308
H 0.3784 1.6071 -0.4177
H 2.9072 -0.6418 -3.7722
H 4.4099 -0.2521 -5.7550
H 3.4058 0.5596 -7.8894
H 0.8960 0.9548 -8.0575
H -0.5047 0.5805 -6.1048
C -1.4105 0.8339 4.2494
N -0.5550 0.3702 3.1711
C 0.6062 -0.3746 3.3071
C 1.0558 -0.6003 2.0479
N 0.1820 -0.0636 1.1210
C -0.7735 0.5387 1.8528
H -1.9415 -0.0030 4.7112
H -0.8128 1.3091 5.0346
H -2.1313 1.5528 3.8582
H 0.9857 -0.7052 4.2534
H 1.9697 -1.0820 1.7654
H -1.5912 1.1145 1.4340
```

Energy relative to the best compared isomer or geometry (same formula, charge and spin), kcal/mol: 19.8
Orbital gap (spin up / spin down), Eh: 0.253 / 0.216
Energy, eV: -150169.4550
HOMO (spin up / spin down), eV: -16.7 / -16.7
2S+1: 2
Charge: +3